Record 1
144
Properties=species:S:1:pos:R:3:mulliken_charge:R:1 method="wB97M-V/def2-TZVPD" e_tot_ha=-3231.88226 homo_energy_ev=-10.848 charge=+1 orbital_gap_ev=7.28 lumo_energy_ha=-0.1310
C -0.91256 -0.31509 4.75969 -0.77
C -1.02919 -1.86130 4.40189 0.64
O -0.23268 -2.32451 3.54185 -0.52
O -1.93901 -2.77110 5.00758 -0.36
C -3.32388 -2.37685 4.79088 -0.29
C -4.02054 -3.11911 3.55728 -0.77
C -4.29756 -2.06600 2.35103 -0.49
C -2.87154 -1.79071 1.67777 0.58
C -2.85061 -1.87706 0.07053 -0.77
C -1.28324 -1.67251 -0.32394 0.82
C -0.86079 -2.64815 -1.54643 -1.00
C -0.44552 -4.11204 -1.05785 -1.02
C 1.04258 -4.23366 -0.49001 0.04
C 1.22163 -4.34242 1.12702 -0.41
C 2.50817 -3.38092 1.46974 -0.18
C 2.40362 -2.41945 0.20075 0.62
C 3.37261 -1.16198 0.03627 -0.57
C 2.50102 -0.00188 -0.68444 -0.75
C 2.22818 1.27206 0.23891 0.73
C 0.97098 2.06698 -0.40796 -1.42
C 1.81835 0.93749 1.75496 -0.73
N 2.11630 -3.30583 -0.99085 0.60
S 3.45177 -4.11644 -1.79444 1.01
O 2.86139 -4.92453 -2.92801 -0.58
O 4.43446 -3.17532 -2.42320 -0.52
C 4.37961 -5.31803 -0.71311 0.66
F 3.57835 -6.15623 0.06231 -0.19
F 5.38958 -4.67620 0.04221 -0.18
F 5.08285 -6.16479 -1.59900 -0.19
H -0.58380 -0.10310 5.82707 0.37
H -1.91370 0.20751 4.60986 0.31
H -0.14789 0.21043 4.08286 0.07
H -3.90484 -2.65113 5.74564 0.35
H -3.48000 -1.25474 4.64318 0.14
H -3.47501 -4.04927 3.19608 0.32
H -5.06143 -3.46788 3.90502 0.40
H -5.06578 -2.48888 1.61437 0.28
H -4.65939 -1.08319 2.81512 0.09
H -2.16905 -2.63676 2.02286 -0.46
H -2.38195 -0.81684 2.01894 0.28
H -3.17032 -2.89465 -0.32938 0.43
H -3.43220 -1.00316 -0.37673 0.09
H -1.12999 -0.56624 -0.60554 -0.13
H -0.69304 -1.88041 0.62716 -0.55
H -1.82734 -2.77774 -2.16063 0.46
H -0.11836 -2.15216 -2.26503 0.48
H -0.66759 -4.89219 -1.85776 0.41
H -1.14331 -4.37081 -0.17765 0.35
H 1.34539 -5.28414 -0.85752 0.51
H 1.47836 -5.37730 1.53644 0.41
H 0.39094 -3.84754 1.74719 0.00
H 2.44382 -2.84284 2.48426 -0.07
H 3.49647 -3.93893 1.55210 0.20
H 1.38358 -1.91107 0.38410 -1.30
H 3.74832 -0.85575 1.07280 0.36
H 4.29598 -1.34141 -0.60129 0.13
H 3.09647 0.32804 -1.61048 0.39
H 1.49380 -0.37463 -1.08256 0.15
H 3.11143 1.99589 0.22814 0.26
H 0.00173 1.54287 -0.10383 0.12
H 1.00098 2.08836 -1.55141 0.34
H 0.97268 3.14236 -0.02604 0.40
H 1.63218 -0.18456 1.93086 -0.05
H 0.88467 1.54825 2.00243 0.42
H 2.65469 1.28489 2.46631 0.21
H 1.86339 -2.58757 -1.71548 0.78
C -3.97676 4.57057 -1.61034 -0.47
C -3.50269 3.94168 -2.90233 -0.58
C -2.11386 3.46146 -2.52804 -0.43
O -2.14775 3.14285 -1.12979 -0.30
C -3.36732 3.65109 -0.57038 -0.12
H -5.06247 4.64397 -1.52956 0.23
H -3.55714 5.57689 -1.51155 0.28
H -4.13872 3.08663 -3.15389 0.25
H -3.50193 4.62738 -3.75095 0.35
H -1.36761 4.24956 -2.67449 0.29
H -1.80676 2.58104 -3.09768 0.26
H -4.02238 2.79740 -0.36291 -0.06
H -3.15458 4.16345 0.37041 0.32
C -7.80666 1.63496 0.73580 -0.18
C -8.49230 1.16550 2.00061 -0.60
C -8.03897 -0.27931 2.08840 -0.56
O -6.73779 -0.34300 1.48748 -0.36
C -6.48702 0.89163 0.79978 -0.29
H -7.68378 2.71470 0.67847 0.29
H -8.37682 1.30911 -0.13773 0.10
H -8.11256 1.72908 2.85941 0.30
H -9.57821 1.27041 1.97703 0.30
H -8.70314 -0.93983 1.52101 0.29
H -7.98564 -0.64050 3.11832 0.32
H -5.74319 1.45217 1.37837 0.14
H -6.07377 0.68359 -0.19024 0.26
C 7.59876 0.83967 -2.34889 -0.33
C 7.61939 0.69291 -0.84290 -0.72
C 6.32303 1.36981 -0.44183 -0.28
O 5.40200 1.17799 -1.52546 -0.32
C 6.12453 0.67744 -2.66116 -0.22
H 8.22606 0.11532 -2.86961 0.38
H 7.93167 1.84403 -2.62846 0.11
H 7.58622 -0.36815 -0.57324 0.27
H 8.49596 1.13768 -0.36970 0.38
H 6.46218 2.44750 -0.30698 0.35
H 5.90013 0.95563 0.47725 0.13
H 5.85966 -0.37875 -2.78813 0.09
H 5.82263 1.22235 -3.55822 0.21
C 9.33308 1.88455 -7.69958 -0.53
C 8.60283 3.03861 -7.04833 -0.60
C 8.22811 2.45379 -5.70053 -0.25
O 9.24700 1.50293 -5.36262 -0.36
C 10.05976 1.26674 -6.52120 -0.47
H 10.00592 2.18751 -8.50317 0.33
H 8.61011 1.17132 -8.10880 0.26
H 9.28776 3.88166 -6.91246 0.28
H 7.73919 3.38899 -7.61570 0.35
H 7.27313 1.91880 -5.75086 0.16
H 8.16098 3.21327 -4.91780 0.28
H 11.02849 1.74992 -6.35501 0.28
H 10.22234 0.19381 -6.64348 0.26
C -10.87063 4.97257 -1.29567 -0.58
C -10.48279 4.32066 -2.60486 -0.57
C -9.09569 3.79207 -2.29506 -0.47
O -9.07273 3.48154 -0.89444 -0.26
C -10.24496 4.03655 -0.28017 -0.48
H -11.94761 5.08570 -1.16313 0.33
H -10.41074 5.96352 -1.22384 0.28
H -11.16057 3.48822 -2.81967 0.28
H -10.49854 5.00176 -3.45705 0.33
H -8.32942 4.55197 -2.48276 0.22
H -8.84871 2.89834 -2.87307 0.30
H -10.91930 3.20835 -0.03573 0.29
H -9.96862 4.54554 0.64598 0.29
C 3.21380 -2.22189 6.37984 -0.59
C 4.69772 -2.39103 6.13455 -0.67
C 4.81425 -2.05314 4.66080 -0.25
O 3.78129 -1.10120 4.37057 -0.32
C 2.87935 -1.04470 5.48527 0.19
H 2.95824 -2.04750 7.42608 0.43
H 2.67717 -3.11405 6.04025 0.22
H 5.25737 -1.66292 6.73015 0.26
H 5.07236 -3.38738 6.37397 0.35
H 4.64215 -2.93667 4.03539 0.08
H 5.78724 -1.62867 4.40330 0.35
H 3.04555 -0.09345 6.00266 0.44
H 1.84849 -1.07012 5.12535 -0.47



Record 2
150
Properties=species:S:1:pos:R:3:mulliken_charge:R:1 method="wB97M-V/def2-TZVPD" e_tot_ha=-7769.84989 homo_energy_ev="-0.262 / -6.443" relative_energy_kj_mol=256.32 charge=-1 s2=8.775 orbital_gap_ev="2.15 / 7.73" lumo_energy_ha="0.0693 / 0.0474" multiplicity=6
C -9.19529 15.50274 -22.78113 -1.57
C -7.82078 15.88304 -22.24930 2.10
C -7.57045 17.37232 -22.57802 -1.21
C -8.17549 18.32390 -21.58431 -1.19
C -7.79951 18.01774 -20.06730 -1.04
C -7.99431 16.53692 -19.72910 1.46
N -7.50600 15.58002 -20.80347 0.71
O -7.68423 14.23245 -20.50008 -0.56
C -7.19679 16.43464 -18.49562 -1.88
C -9.39230 16.25491 -19.18146 -1.71
C -6.82241 15.13127 -23.15653 -1.99
H -9.85061 16.36221 -22.63971 0.42
H -9.77170 14.67814 -22.36176 0.31
H -8.97620 15.54258 -23.84815 0.26
H -6.55435 17.73128 -22.74169 0.51
H -8.08268 17.65633 -23.49728 0.44
H -9.26395 18.37231 -21.61610 0.36
H -7.95896 19.33884 -21.91765 0.45
H -8.36113 18.70370 -19.43315 0.46
H -6.78971 18.40983 -19.94611 0.42
H -7.37075 15.48318 -17.99307 0.43
H -6.14199 16.59465 -18.71904 0.33
H -7.43198 17.19783 -17.75377 0.41
H -10.06144 16.31295 -20.03994 0.37
H -9.61662 15.34246 -18.62899 0.34
H -9.60341 16.98411 -18.39928 0.42
H -6.97469 14.06565 -23.32784 0.48
H -5.78835 15.16743 -22.81376 0.15
H -6.81432 15.64714 -24.11670 0.28
C -4.62347 6.23792 -23.43670 -1.42
C -3.89452 7.25167 -22.47094 1.25
C -2.55315 7.57581 -23.11905 -1.46
C -2.63418 8.37060 -24.37527 -0.33
C -3.17931 9.73684 -23.87085 -0.60
C -4.57257 9.66491 -23.16271 2.04
N -4.58076 8.52179 -22.18238 0.52
O -5.66203 8.50536 -21.16567 -0.53
C -4.87486 11.06768 -22.55845 -1.28
C -5.77971 9.55120 -24.14720 -1.93
C -3.47099 6.45842 -21.14026 -1.61
H -5.43684 5.73883 -22.90998 0.38
H -4.06295 5.56675 -24.08743 0.29
H -5.13149 6.86441 -24.16985 0.31
H -1.87500 8.01009 -22.38447 0.46
H -2.03051 6.64245 -23.32832 0.55
H -3.18260 8.08261 -25.27216 0.34
H -1.65648 8.62998 -24.78139 -0.09
H -3.36300 10.39721 -24.71836 0.12
H -2.43013 10.43692 -23.50110 -0.13
H -4.17372 11.41068 -21.79762 0.17
H -4.93387 11.88441 -23.27787 -0.15
H -5.81987 11.06045 -22.01531 0.59
H -5.77256 8.69829 -24.82588 0.32
H -6.65852 9.24885 -23.57766 0.52
H -5.93723 10.43368 -24.76730 0.30
H -2.97354 5.54675 -21.47118 0.41
H -4.26184 6.08860 -20.48767 0.34
H -2.84583 7.12274 -20.54365 0.41
C 1.36895 16.94609 -27.14103 -1.49
C 2.47938 17.31437 -25.98249 1.57
C 3.03078 18.62725 -26.33256 -1.23
C 3.95593 19.15167 -25.22003 -0.72
C 3.21175 19.34648 -23.96650 -1.27
C 2.39819 18.11899 -23.49823 1.66
N 1.82516 17.29565 -24.63636 0.08
O 1.05426 16.00850 -24.35038 0.08
C 3.42078 17.36663 -22.65396 -1.82
C 1.30662 18.62811 -22.59246 -1.67
C 3.65680 16.30017 -26.22653 -0.98
H 1.69126 17.25725 -28.13470 0.34
H 0.40857 17.42329 -26.94598 0.45
H 1.06532 15.90054 -27.19348 0.01
H 3.63966 18.73213 -27.23055 0.49
H 2.21790 19.32950 -26.51744 0.42
H 4.41722 20.09638 -25.50782 0.38
H 4.76370 18.46476 -24.96753 0.36
H 2.53570 20.19648 -24.05901 0.44
H 3.89255 19.65447 -23.17294 0.41
H 2.90077 16.43426 -22.43401 0.31
H 4.27284 17.03458 -23.24712 0.40
H 3.82325 17.86081 -21.76971 0.41
H 0.54614 19.12153 -23.19769 0.43
H 0.80802 17.90328 -21.94894 0.19
H 1.68297 19.44864 -21.98156 0.39
H 4.35911 16.38350 -27.05594 0.27
H 3.16508 15.34170 -26.39276 -0.17
H 4.21396 15.87165 -25.39344 0.34
C 3.27064 7.86501 -26.79466 -1.84
C 2.51413 9.18404 -26.46622 1.66
C 1.74595 8.96762 -25.06803 -1.61
C 1.15649 10.25357 -24.49592 0.57
C 2.26630 11.27996 -24.40987 -1.86
C 2.85593 11.65296 -25.83232 1.80
N 3.38420 10.36099 -26.42730 0.49
O 4.41108 10.56712 -27.44889 -0.52
C 1.80467 12.49517 -26.65998 -1.14
C 3.95127 12.61031 -25.38020 -1.98
C 1.44671 9.39217 -27.63384 -1.64
H 4.06244 7.63888 -26.08050 0.44
H 3.80528 7.99705 -27.73531 0.41
H 2.62649 6.99294 -26.90719 0.38
H 0.86704 8.32308 -25.08092 0.36
H 2.37758 8.47018 -24.33203 0.35
H 0.68515 10.01520 -23.54245 -0.09
H 0.34873 10.62277 -25.12783 0.11
H 3.07934 10.92185 -23.77836 0.57
H 1.88951 12.06293 -23.75178 0.48
H 1.34195 13.26226 -26.03905 0.03
H 2.30434 12.96323 -27.50812 0.48
H 1.02270 12.04397 -27.27075 0.20
H 4.52962 12.91013 -26.25412 0.40
H 3.67282 13.54129 -24.88640 0.24
H 4.58268 11.97562 -24.75845 0.61
H 0.65391 10.00414 -27.20367 0.20
H 1.09340 8.40894 -27.94453 0.47
H 2.05544 9.85493 -28.41063 0.36
Cl -1.34571 14.19803 -26.42410 0.01
C -2.33700 14.62156 -25.08339 -0.12
C -3.22694 13.48950 -24.49727 1.29
Cl -4.22182 12.72633 -25.71589 -0.12
H -2.86086 15.48532 -25.49278 0.39
H -1.70180 15.07238 -24.32091 -0.58
H -3.92180 13.76768 -23.70488 -0.24
H -2.71797 12.59209 -24.14555 -0.48
Cl -0.51244 14.14947 -22.02294 0.07
C -0.33798 12.96217 -20.60867 -1.10
C -0.78907 11.53262 -20.81204 1.59
Cl -0.60262 10.64980 -19.35696 -0.23
H -0.89971 13.42665 -19.79823 0.38
H 0.72614 13.01943 -20.37962 0.37
H -0.24006 11.03060 -21.60869 -0.65
H -1.80938 11.51377 -21.19508 -0.37
Cl -5.16150 12.81923 -29.25556 -0.09
C -6.60493 13.41465 -28.50504 -0.58
C -6.46532 14.72936 -27.66657 0.08
Cl -8.05249 15.08272 -26.80904 -0.22
H -7.07672 12.65016 -27.88774 0.34
H -7.18329 13.76289 -29.36079 0.35
H -6.21156 15.60478 -28.26436 0.43
H -5.73462 14.72551 -26.85776 -0.29
C -1.72503 13.17786 -29.95895 0.46
Cl -1.57872 11.35908 -30.16488 -0.14
Cl -2.64828 13.90405 -31.22640 -0.12
Cl -0.16576 13.94350 -30.01028 -0.13
H -2.13781 13.52049 -29.01011 -0.08
C -2.58751 16.95200 -21.16190 0.05
Cl -3.52517 18.16293 -20.29583 -0.35
Cl -2.15198 17.46682 -22.75337 -0.37
Cl -3.29121 15.29945 -20.90640 -0.45
H -1.61287 17.04098 -20.68206 0.19



Record 3
147
Properties=species:S:1:pos:R:3:mulliken_charge:R:1 method="wB97M-V/def2-TZVPD" e_tot_ha=-4089.13489 homo_energy_ev=-10.262 charge=+1 orbital_gap_ev=6.01 lumo_energy_ha=-0.1562
C -2.16912 0.66750 4.72762 -1.28
C -1.93379 0.74076 3.43651 -0.61
C -2.81065 0.15777 2.36705 0.87
C -2.07276 -0.55190 1.21878 0.86
C -1.06802 -1.63960 1.77615 0.35
Cl -1.75664 -2.50012 3.19180 -0.09
C 0.34283 -1.15877 2.18003 0.42
C 1.48176 -2.03533 1.63339 -1.60
C -3.07919 -1.17418 0.14765 -1.65
P -3.75057 -2.85755 0.70586 0.30
C -5.50288 -2.73801 1.22656 -0.62
C -3.75228 -3.76723 -0.89937 -0.59
C -2.47867 -4.61206 -1.02697 -1.14
C -3.99299 -0.06351 -0.49286 2.50
C -5.18275 0.39895 0.40096 -1.57
C -5.46831 1.88176 0.43515 -0.57
F -5.77665 2.35702 -0.84101 -0.33
P -4.94897 -0.64891 -2.00938 -0.06
N -6.06991 -1.67556 -1.68790 -0.77
N -3.14924 1.14940 -0.85033 -0.19
I -2.91835 1.82406 -2.77224 0.27
C -2.10603 1.48651 -0.02722 -2.73
N -1.87651 2.75770 0.16108 1.03
C -0.92115 3.41954 1.05342 -0.14
C 0.11972 4.27179 0.35097 0.60
C -0.40375 5.36148 -0.59361 -1.00
C 0.49087 5.45262 -1.80923 -0.64
O 0.28112 4.25561 -2.58886 -0.14
C 1.26852 3.93988 -3.44692 0.59
C 0.99962 2.66055 -4.16901 -0.41
O 2.23655 4.60585 -3.56812 -0.60
N -1.27244 0.53411 0.54827 1.56
C -0.37626 0.08399 -0.56846 -1.02
C 0.63680 1.12042 -1.02362 1.26
C 1.74900 1.48194 -0.05011 -1.95
O 2.49573 2.57875 -0.56686 -0.52
H -1.46948 1.08078 5.44325 0.32
H -3.07056 0.20966 5.11881 0.25
H -1.05455 1.27638 3.09420 -0.07
H -3.54564 -0.51250 2.81875 -0.38
H -3.38323 0.97463 1.90957 -0.05
H -0.96786 -2.43406 1.03237 0.15
H 0.39433 -1.18388 3.26907 0.97
H 0.48656 -0.11698 1.89949 -0.84
H 1.18154 -2.61261 0.75186 0.24
H 2.34017 -1.43136 1.33363 0.39
H 1.83154 -2.74300 2.38767 0.16
H -2.43227 -1.53887 -0.66044 0.80
H -6.20547 -2.80937 0.39843 0.47
H -5.64665 -3.57844 1.91195 0.47
H -5.70807 -1.83499 1.79711 -0.24
H -4.64310 -4.40064 -0.91651 0.63
H -3.81194 -3.08505 -1.74938 0.10
H -2.29866 -4.88714 -2.07041 0.39
H -1.59352 -4.06129 -0.69264 0.13
H -2.54839 -5.53616 -0.45236 0.34
H -6.08754 -0.10950 0.04430 1.27
H -5.05878 0.07174 1.42948 -0.37
H -4.62710 2.47796 0.80403 -0.01
H -6.32096 2.07644 1.08927 0.52
H -3.99766 -1.05406 -2.96070 0.16
H -5.49869 0.56005 -2.43280 0.20
H -5.98508 -2.56963 -2.15211 0.32
H -2.47020 3.38088 -0.37968 0.52
H -0.45679 2.65654 1.67183 -0.41
H -1.53979 4.03933 1.71299 0.63
H 0.70403 4.72758 1.15689 0.72
H 0.81244 3.63384 -0.19589 -0.86
H -0.40629 6.33869 -0.10509 0.50
H -1.43005 5.15489 -0.92031 0.23
H 0.28306 6.32706 -2.42854 0.58
H 1.54363 5.47294 -1.51826 0.15
H 1.54567 1.86008 -3.66083 -0.20
H 1.36903 2.74371 -5.19072 0.60
H -0.06186 2.41323 -4.17003 0.00
H -0.97817 -0.18839 -1.44479 -0.08
H 0.11955 -0.83139 -0.25908 0.90
H 0.14758 2.03249 -1.38896 -0.33
H 1.10630 0.65662 -1.88977 -0.01
H 2.39266 0.60808 0.09431 0.65
H 1.38554 1.76547 0.94199 0.18
H 3.23890 2.25118 -1.09042 0.35
C 1.03848 -0.53702 -5.99331 -0.39
C 2.27231 -1.41850 -5.78533 -0.70
C 2.52387 -1.25034 -4.29674 -0.10
O 1.22870 -1.05142 -3.70011 -0.27
C 0.25634 -0.78954 -4.70998 0.01
H 0.46602 -0.78019 -6.88640 0.46
H 1.33832 0.51173 -6.05564 -0.03
H 2.04121 -2.45965 -6.01564 0.29
H 3.13124 -1.12022 -6.38140 0.33
H 3.14751 -0.37116 -4.09766 0.08
H 2.99707 -2.11715 -3.84087 0.21
H -0.39682 -1.66342 -4.80854 0.42
H -0.35855 0.06872 -4.40327 -0.19
C 3.74514 -3.00951 6.59851 -0.55
C 2.52708 -3.86448 6.95058 -0.54
C 1.69496 -3.74899 5.67955 -0.32
O 2.62917 -3.60745 4.60685 -0.34
C 3.93514 -3.34400 5.12411 -0.42
H 4.62697 -3.23651 7.19489 0.35
H 3.51205 -1.95010 6.72314 0.26
H 2.82831 -4.90040 7.11536 0.25
H 1.99085 -3.52110 7.83356 0.34
H 1.04497 -2.86689 5.70977 0.16
H 1.07481 -4.62497 5.48755 0.29
H 4.55752 -4.23554 4.99738 0.28
H 4.38007 -2.52945 4.55066 0.26
C 5.68161 5.45051 -1.07426 -0.66
C 5.00517 5.07430 -2.39367 0.54
C 5.90087 3.94249 -2.88156 -0.56
O 6.39398 3.28898 -1.70884 -0.42
C 6.12237 4.08728 -0.55442 -0.19
H 5.02521 5.97067 -0.37797 0.33
H 6.55074 6.08386 -1.26152 0.31
H 3.99342 4.70873 -2.20890 -0.66
H 4.93808 5.89421 -3.10555 0.43
H 6.74684 4.32591 -3.46100 0.34
H 5.37305 3.20847 -3.49378 0.23
H 5.32657 3.60426 0.02522 0.02
H 7.01668 4.13660 0.06739 0.34
C -6.69024 -2.23966 5.12200 -0.65
C -7.78752 -1.19974 4.88842 -0.51
C -7.17652 0.04085 5.52971 -0.49
O -5.76082 -0.08000 5.35293 -0.46
C -5.43503 -1.40027 4.92859 0.45
H -6.73698 -3.08861 4.44162 0.32
H -6.73817 -2.61849 6.14405 0.31
H -7.93663 -1.04172 3.81756 0.19
H -8.74593 -1.46884 5.32803 0.38
H -7.40026 0.08626 6.59948 0.28
H -7.50611 0.97267 5.06971 0.29
H -5.14374 -1.37268 3.86952 -0.52
H -4.58048 -1.75762 5.50540 0.39
C 7.90514 -2.49895 -4.78310 -0.57
C 7.41911 -2.59911 -3.33678 -0.61
C 6.08220 -1.87328 -3.41502 -0.31
O 5.57737 -2.11003 -4.73230 -0.29
C 6.60375 -2.67207 -5.55569 -0.51
H 8.64926 -3.24814 -5.04729 0.34
H 8.33174 -1.51200 -4.97027 0.27
H 7.27045 -3.64464 -3.05990 0.28
H 8.09656 -2.14719 -2.61457 0.34
H 6.20984 -0.79536 -3.26478 0.25
H 5.35256 -2.24043 -2.68973 0.24
H 6.38374 -3.73020 -5.73046 0.30
H 6.60058 -2.15570 -6.51600 0.27